A molecular structure, C41H42P2PtTe at a distorted geometry. Source: the Open Molecules 2025 dataset; level of theory: ωB97M-V/def2-TZVPD.

XYZ file:
```
87
Properties=species:S:1:pos:R:3
Pt -0.117 0.817 -0.329
C -2.370 0.824 -2.850
C -1.772 -0.513 -2.738
C -0.632 -0.880 -3.699
C 0.605 0.012 -3.608
C 0.824 0.940 -2.428
C 0.064 2.050 -1.884
C -0.815 2.820 -2.812
C -1.815 1.960 -3.610
C 1.217 0.654 1.364
H -3.478 0.780 -2.838
H -2.546 -1.292 -2.800
H -1.022 -0.840 -4.725
H -0.333 -1.930 -3.553
H 1.470 -0.665 -3.634
H 0.732 0.642 -4.498
H 1.853 1.348 -2.580
H 0.730 2.748 -1.361
H -0.154 3.321 -3.527
H -1.307 3.604 -2.235
H -2.653 2.601 -3.922
H -1.357 1.610 -4.542
H 0.722 1.421 2.022
H 2.277 0.979 1.363
H 1.099 -0.335 1.845
P -1.550 -0.834 -0.930
P 2.347 -0.208 -0.490
C 0.051 -1.897 -1.108
C 1.391 -1.611 -1.143
C -2.470 -2.219 -0.208
C -2.850 -3.375 -0.894
C -3.566 -4.358 -0.200
C -3.821 -4.223 1.163
C -3.391 -3.080 1.846
C -2.725 -2.084 1.152
C -3.118 0.409 -0.591
C -2.878 1.782 -0.671
C -3.921 2.713 -0.630
C -5.228 2.243 -0.478
C -5.482 0.887 -0.347
C -4.434 -0.040 -0.409
C 3.561 -1.126 0.509
C 3.135 -2.317 1.138
C 4.057 -3.141 1.776
C 5.409 -2.766 1.815
C 5.841 -1.564 1.229
C 4.910 -0.730 0.612
C 3.236 1.376 -0.956
C 2.943 2.650 -0.426
C 3.486 3.801 -1.006
C 4.418 3.683 -2.047
C 4.857 2.415 -2.457
C 4.283 1.266 -1.907
H -0.179 -2.973 -1.101
H 2.106 -2.421 -1.394
H -2.630 -3.482 -1.954
H -3.923 -5.225 -0.745
H -4.356 -5.002 1.700
H -3.583 -2.938 2.902
H -2.463 -1.141 1.661
H -1.861 2.212 -0.578
H -3.684 3.778 -0.733
H -6.058 2.962 -0.480
H -6.486 0.506 -0.144
H -4.646 -1.088 -0.247
H 2.089 -2.629 1.072
H 3.709 -4.074 2.237
H 6.127 -3.408 2.327
H 6.898 -1.274 1.255
H 5.228 0.218 0.175
H 2.315 2.778 0.473
H 3.196 4.804 -0.653
H 4.836 4.580 -2.518
H 5.661 2.327 -3.189
H 4.674 0.289 -2.174
Te -1.635 1.197 2.421
C -0.960 0.440 4.251
C -0.783 1.401 5.277
C -0.377 0.987 6.546
C -0.133 -0.375 6.787
C -0.242 -1.320 5.759
C -0.643 -0.917 4.478
H -0.984 2.444 5.051
H -0.273 1.714 7.356
H 0.129 -0.697 7.797
H -0.036 -2.378 5.972
H -0.744 -1.624 3.653
```

## Properties
E_HOMO (spin up / spin down) = -0.4249 / -0.4917 hartree
Charge = +2
Expectation value of S² = 6.0473
2S+1 = 5


A molecular structure, C41H43I2N3O2S2Tl. Source: the Open Molecules 2025 dataset; level of theory: ωB97M-V/def2-TZVPD.

XYZ file:
```
94
Properties=species:S:1:pos:R:3
Tl -0.093 -0.582 3.056
C -1.780 2.333 3.949
C -0.996 3.177 2.943
N -0.022 2.416 2.156
C 1.296 3.048 2.112
C 2.053 2.921 3.445
N 1.922 1.589 4.038
C 1.497 1.587 5.435
C 0.089 2.176 5.605
N -0.931 1.498 4.798
H -2.410 3.023 4.526
H -2.446 1.657 3.405
H -1.721 3.682 2.297
H -0.458 3.960 3.481
H -0.361 2.295 1.209
H 1.876 2.559 1.338
H 1.233 4.111 1.840
H 3.099 3.187 3.269
H 1.664 3.659 4.148
H 2.777 1.059 3.925
H 1.494 0.553 5.790
H 2.181 2.163 6.074
H -0.157 2.128 6.669
H 0.110 3.234 5.346
H -1.526 0.938 5.396
I -2.514 -1.969 5.641
C -4.335 -2.191 4.549
I -4.969 -0.433 3.531
H -5.109 -2.460 5.255
H -4.178 -2.965 3.809
C 7.361 2.090 -0.443
C 6.001 1.464 -0.305
C 4.930 1.914 -1.078
C 3.678 1.338 -0.957
C 3.497 0.289 -0.064
C 4.540 -0.173 0.715
C 5.790 0.414 0.585
S 1.833 -0.335 0.204
O 1.954 -1.413 1.229
C 1.587 -1.097 -1.411
C 2.573 -1.889 -2.027
C 2.337 -2.410 -3.263
C 1.113 -2.169 -3.934
C 0.850 -2.705 -5.216
C -0.345 -2.480 -5.837
C -1.344 -1.712 -5.205
C -1.125 -1.180 -3.966
C 0.110 -1.385 -3.305
C 0.373 -0.847 -2.012
C -0.685 -0.063 -1.310
C -0.939 1.296 -1.650
C -0.160 1.984 -2.612
C -0.416 3.294 -2.906
C -1.466 3.977 -2.261
C -2.236 3.339 -1.330
C -1.991 1.987 -0.992
C -2.752 1.319 0.000
C -2.461 0.031 0.346
C -1.435 -0.659 -0.324
S -1.089 -2.372 0.170
O -1.745 -2.489 1.507
C -2.208 -3.146 -1.014
C -1.679 -3.913 -2.038
C -2.536 -4.582 -2.900
C -3.915 -4.507 -2.734
C -4.850 -5.291 -3.611
C -4.424 -3.724 -1.696
C -3.579 -3.050 -0.833
H 7.288 3.162 -0.623
H 7.891 1.647 -1.289
H 7.960 1.925 0.451
H 5.082 2.727 -1.777
H 2.840 1.695 -1.548
H 4.362 -0.986 1.410
H 6.617 0.055 1.186
H 3.503 -2.075 -1.504
H 3.089 -3.016 -3.753
H 1.616 -3.303 -5.695
H -0.535 -2.894 -6.818
H -2.290 -1.551 -5.704
H -1.897 -0.604 -3.472
H 0.634 1.450 -3.121
H 0.184 3.811 -3.644
H -1.661 5.011 -2.513
H -3.050 3.856 -0.836
H -3.563 1.848 0.486
H -3.013 -0.478 1.127
H -0.604 -3.988 -2.163
H -2.123 -5.181 -3.703
H -4.369 -5.603 -4.536
H -5.739 -4.709 -3.855
H -5.180 -6.188 -3.083
H -5.497 -3.651 -1.560
H -3.976 -2.458 -0.017
```

## Properties
E_HOMO = -0.3917 hartree
Charge = +1


A molecular structure, C41H44As2CrO4 at a distorted geometry. Source: the Open Molecules 2025 dataset; level of theory: ωB97M-V/def2-TZVPD.

XYZ file:
```
92
Properties=species:S:1:pos:R:3
Cr 0.652 -0.660 -0.473
C -1.814 -4.365 -1.548
As -0.583 -2.870 -1.717
C -1.235 -2.161 -3.424
C 1.014 -3.804 -2.390
C 0.930 -5.136 -2.786
C 2.044 -5.823 -3.246
C 3.270 -5.179 -3.324
C 3.367 -3.851 -2.937
C 2.254 -3.159 -2.468
As 2.425 -1.286 -1.959
C 4.320 -1.128 -1.576
C 2.362 -0.433 -3.707
H -2.015 -4.839 -2.507
H -2.740 -3.962 -1.145
H -1.414 -5.088 -0.839
H -1.015 -2.852 -4.235
H -0.763 -1.195 -3.602
H -2.311 -2.004 -3.359
H -0.016 -5.657 -2.733
H 1.953 -6.861 -3.543
H 4.147 -5.708 -3.674
H 4.325 -3.352 -3.001
H 4.914 -1.232 -2.477
H 4.609 -1.878 -0.844
H 4.481 -0.140 -1.149
H 2.711 -1.135 -4.457
H 2.995 0.450 -3.704
H 1.337 -0.129 -3.910
C -4.304 1.316 1.192
C -2.955 1.572 1.851
C -3.080 2.454 3.070
O -2.053 2.163 0.953
C -1.537 1.118 0.158
C -1.389 -0.078 1.238
O -2.364 0.328 2.194
C -0.129 -0.631 2.051
O 0.684 -1.449 1.233
C 0.669 0.511 2.705
C 0.117 1.306 3.709
C 0.856 2.315 4.311
C 2.175 2.535 3.934
C 2.742 1.736 2.953
C 1.994 0.732 2.347
C -0.677 -1.601 3.134
C -1.771 -2.429 2.883
C -2.160 -3.406 3.789
C -1.450 -3.592 4.968
C -0.348 -2.790 5.221
C 0.033 -1.808 4.313
C -0.526 1.671 -0.914
O -0.102 0.586 -1.713
C 0.677 2.465 -0.343
C 0.547 3.481 0.609
C 1.647 4.229 1.000
C 2.899 4.000 0.439
C 3.037 3.010 -0.518
C 1.933 2.254 -0.900
C -1.271 2.647 -1.873
C -2.588 3.083 -1.750
C -3.158 3.909 -2.720
C -2.426 4.314 -3.822
C -1.111 3.879 -3.957
C -0.549 3.056 -2.997
H -4.737 2.258 0.847
H -4.975 0.862 1.923
H -4.207 0.633 0.344
H -3.707 3.315 2.833
H -2.097 2.803 3.383
H -3.545 1.889 3.881
H -2.327 0.736 -0.491
H -1.763 -0.961 0.725
H -0.893 1.104 4.039
H 0.405 2.919 5.091
H 2.760 3.314 4.412
H 3.775 1.888 2.658
H 2.452 0.089 1.611
H -2.352 -2.317 1.975
H -3.025 -4.024 3.568
H -1.752 -4.354 5.678
H 0.227 -2.924 6.131
H 0.905 -1.205 4.531
H -0.419 3.692 1.040
H 1.522 5.007 1.748
H 3.753 4.592 0.744
H 4.000 2.832 -0.984
H 2.032 1.529 -1.691
H -3.189 2.795 -0.898
H -4.187 4.232 -2.601
H -2.871 4.958 -4.571
H -0.523 4.179 -4.817
H 0.471 2.711 -3.119
```

## Properties
E_HOMO (spin up / spin down) = -0.2690 / -0.3049 hartree
Charge = 0
Expectation value of S² = 6.0179
2S+1 = 5


A molecular structure, C41H44BF2N4P2PbSe. Source: the Open Molecules 2025 dataset; level of theory: ωB97M-V/def2-TZVPD.

XYZ file:
```
96
Properties=species:S:1:pos:R:3
Pb 0.518 -0.721 -0.809
C 2.004 1.405 1.643
P 1.080 -0.152 1.946
C -0.207 0.389 3.110
C 0.037 0.403 4.482
C -0.915 0.902 5.356
C -2.117 1.391 4.868
C -2.367 1.377 3.505
C -1.416 0.881 2.628
C 2.141 -1.261 2.894
C 1.634 -2.497 3.295
C 2.456 -3.419 3.916
C 3.796 -3.124 4.130
C 4.309 -1.898 3.740
C 3.483 -0.966 3.123
C 1.072 2.261 0.835
C 0.748 3.595 0.988
C -0.262 3.866 0.031
C -0.486 2.676 -0.635
C -1.503 2.380 -1.698
P -2.721 1.180 -1.017
C -3.133 -0.066 -2.232
C -2.383 -0.306 -3.390
C -2.696 -1.358 -4.224
C -3.766 -2.256 -3.989
C -4.491 -2.102 -2.859
C -4.152 -1.076 -1.867
C -4.263 2.107 -0.800
C -4.340 2.892 0.350
C -5.453 3.687 0.578
C -6.503 3.687 -0.326
C -6.433 2.908 -1.473
C -5.315 2.128 -1.715
N 0.315 1.686 -0.145
H 2.931 1.171 1.111
H 2.256 1.895 2.586
H 0.968 0.011 4.872
H -0.717 0.906 6.419
H -2.859 1.782 5.552
H -3.308 1.753 3.126
H -1.607 0.874 1.562
H 0.595 -2.743 3.113
H 2.058 -4.377 4.221
H 4.441 -3.855 4.598
H 5.351 -1.663 3.913
H 3.890 -0.010 2.825
H 1.167 4.278 1.707
H -0.758 4.806 -0.148
H -1.041 1.999 -2.612
H -2.056 3.283 -1.961
H -1.586 0.363 -3.674
H -2.111 -1.482 -5.127
H -3.989 -3.032 -4.705
H -5.311 -2.772 -2.634
H -5.044 -0.621 -1.420
H -3.523 2.892 1.061
H -5.501 4.298 1.468
H -7.374 4.299 -0.142
H -7.245 2.919 -2.187
H -5.262 1.556 -2.634
C 5.123 -0.248 -0.234
N 4.724 0.913 -1.012
C 5.827 1.632 -1.630
C 3.449 1.007 -1.494
N 2.660 -0.045 -1.547
N 3.036 2.220 -1.912
C 3.489 3.462 -1.311
C 1.997 2.355 -2.911
H 5.917 0.049 0.452
H 5.496 -1.059 -0.870
H 4.285 -0.633 0.345
H 6.354 2.253 -0.904
H 5.464 2.261 -2.437
H 6.535 0.913 -2.049
H 3.177 -0.915 -1.532
H 4.055 3.253 -0.406
H 2.612 4.049 -1.033
H 4.109 4.043 -1.998
H 1.838 1.395 -3.398
H 2.321 3.083 -3.658
H 1.071 2.706 -2.459
Se 2.197 -2.942 -0.380
C 1.050 -4.416 -0.777
C 1.385 -5.318 -1.783
C 0.579 -6.413 -2.043
C -0.582 -6.623 -1.313
C -0.927 -5.723 -0.313
C -0.117 -4.632 -0.047
H 2.288 -5.159 -2.359
H 0.861 -7.107 -2.824
H -1.209 -7.480 -1.517
H -1.824 -5.880 0.272
H -0.382 -3.943 0.746
F -3.748 -1.457 0.618
B -3.466 -1.857 -0.593
F -2.680 -2.875 -0.816
```

## Properties
E_HOMO = -0.3341 hartree
Charge = +1


A molecular structure, C41H44BrCrN8O6Si2 at a distorted geometry. Source: the Open Molecules 2025 dataset; level of theory: ωB97M-V/def2-TZVPD.

XYZ file:
```
103
Properties=species:S:1:pos:R:3
Cr -0.070 -0.044 -0.492
C -1.626 2.974 -0.082
N -1.056 1.823 0.737
C -2.025 1.270 1.725
C -1.342 0.061 2.444
N -1.253 -0.862 1.261
C 0.503 -2.431 1.990
C 1.303 -3.592 1.402
C 1.861 -4.541 2.128
C 1.688 -4.719 3.544
C 0.720 -3.836 4.061
C 0.062 -2.801 3.394
N -1.338 -2.505 3.719
C -0.575 4.014 -0.194
N -0.567 5.137 0.478
C 0.798 5.498 0.474
C 1.481 6.429 1.180
C 2.829 6.588 1.007
C 3.535 5.789 0.051
C 2.858 4.790 -0.643
C 1.503 4.683 -0.370
N 0.620 3.772 -0.858
H -2.569 3.388 0.399
H -1.906 2.608 -1.086
H -0.278 2.193 1.242
H -2.962 0.991 1.133
H -2.337 2.083 2.425
H 1.402 -3.566 0.273
H 2.626 -5.181 1.742
H 2.377 -5.374 4.071
H 0.251 -3.987 4.986
H -1.979 -3.256 3.435
H 0.975 7.097 1.867
H 3.382 7.274 1.586
H 4.593 5.803 -0.089
H 3.386 4.070 -1.233
H 0.865 2.961 -1.461
C -0.784 -3.411 -1.815
Si -1.633 -3.158 -0.105
C -3.373 -2.525 -0.316
C -1.821 -4.788 0.837
C -0.652 -2.017 1.108
C 1.600 -1.348 1.848
C 2.769 -1.385 2.669
C 3.850 -0.574 2.382
C 3.780 0.314 1.326
C 2.626 0.297 0.576
N 1.576 -0.491 0.799
Si -2.184 -1.019 3.834
C -0.089 0.598 3.169
C -2.104 -0.184 5.480
C -3.973 -1.274 3.450
H -1.234 -4.259 -2.335
H 0.303 -3.472 -1.789
H -0.934 -2.534 -2.477
H -3.842 -2.734 0.645
H -3.928 -3.128 -0.981
H -3.447 -1.460 -0.539
H -2.212 -5.642 0.270
H -2.411 -4.645 1.739
H -0.822 -5.068 1.173
H 2.747 -2.120 3.436
H 4.813 -0.799 2.857
H 4.608 0.945 1.000
H 2.552 0.901 -0.349
H 0.350 -0.151 3.883
H -0.427 1.376 3.843
H 0.670 0.886 2.482
H -2.884 0.576 5.598
H -1.127 0.219 5.709
H -2.256 -1.018 6.228
H -4.201 -1.937 2.588
H -4.433 -0.329 3.154
H -4.488 -1.701 4.345
O 1.909 1.663 -2.225
C 1.758 0.508 -2.646
O 1.097 -0.398 -2.087
C 2.502 0.123 -3.893
C 2.564 -1.241 -4.328
C 3.596 -1.564 -5.208
C 4.543 -0.591 -5.546
C 4.351 0.772 -5.258
C 3.325 1.096 -4.383
N 5.701 -1.021 -6.464
O 6.187 -0.165 -7.204
O 6.137 -2.126 -6.339
H 1.881 -1.993 -3.845
H 3.748 -2.648 -5.460
H 4.991 1.520 -5.689
H 3.168 2.123 -4.074
Br -6.830 1.272 -0.907
C -5.523 1.377 -2.240
C -5.734 2.012 -3.432
N -4.817 2.111 -4.415
C -3.572 1.569 -4.199
C -3.294 0.842 -3.029
C -4.288 0.755 -2.055
C -1.893 0.661 -2.571
O -1.049 1.433 -3.052
O -1.724 -0.252 -1.697
H -6.656 2.540 -3.596
H -2.815 1.827 -4.967
H -3.986 0.256 -1.160
```

## Properties
E_HOMO (spin up / spin down) = -0.1236 / -0.1235 hartree
Charge = -1
Expectation value of S² = 6.0134
2S+1 = 5


Across the entries above, calculated total energy takes the values -72289.284 -94341.036 -201518.926 -144471.694 -181657.870 eV, respectively.